Entry 1:
C21H27LiN2SeTe as an isolated structure. Source: the OMol25 dataset; level of theory: ωB97M-V/def2-TZVPD.

Calculated values
HOMO-LUMO gap in eV: 5.9
2S+1: 1
Electronic energy in Ha: -3602.9445
LUMO in eV: -0.7
HOMO energy in eV: -6.571

CARTESIAN COORDINATES (ANGSTROEM)
Li (1.91360, 3.72824, -1.15136)
Te (0.24911, 3.63923, 0.75342)
C (0.89821, 5.45913, 1.59102)
C (2.19260, 5.95095, 1.42299)
C (2.58911, 7.16122, 1.97040)
C (1.69140, 7.91418, 2.71259)
C (0.40126, 7.43846, 2.90126)
C (0.01412, 6.22735, 2.34928)
H (2.91721, 5.36253, 0.86549)
H (3.60235, 7.51853, 1.82986)
H (1.99223, 8.86114, 3.14235)
H (-0.30891, 8.01624, 3.48044)
H (-0.99567, 5.86422, 2.49963)
C (-2.98514, -1.31468, -3.66040)
C (-2.30746, -2.55297, -3.07783)
C (-0.97228, -2.88990, -3.73960)
C (0.15651, -1.89995, -3.43609)
N (0.45290, -1.81972, -2.01929)
C (0.22078, -0.74253, -1.21182)
Se (-0.33714, 0.90934, -1.73540)
N (0.54449, -1.10604, 0.05689)
C (0.39237, -0.26573, 1.23882)
C (-1.06832, -0.07149, 1.64413)
C (-1.81142, -1.36159, 1.98618)
C (-1.32807, -2.03990, 3.26713)
C (1.02733, -2.40665, 0.05685)
C (1.52554, -3.21202, 1.06917)
C (1.96513, -4.48049, 0.72266)
C (1.91376, -4.92824, -0.59589)
C (1.41556, -4.12562, -1.61084)
C (0.96814, -2.86008, -1.26340)
H (-3.99781, -1.21755, -3.26764)
H (-3.04858, -1.38810, -4.74888)
H (-2.44128, -0.40484, -3.40666)
H (-2.97005, -3.41259, -3.20271)
H (-2.15992, -2.42129, -2.00126)
H (-1.09895, -2.91347, -4.82528)
H (-0.66381, -3.89117, -3.42920)
H (-0.10546, -0.89720, -3.76662)
H (1.06293, -2.21203, -3.96103)
H (0.83461, 0.71112, 1.03768)
H (0.95667, -0.74279, 2.03849)
H (-1.58064, 0.43256, 0.82467)
H (-1.08233, 0.61080, 2.49769)
H (-1.73706, -2.06466, 1.14976)
H (-2.87048, -1.11959, 2.09811)
H (-0.31518, -2.43137, 3.16367)
H (-1.97798, -2.87772, 3.52255)
H (-1.33512, -1.33615, 4.10192)
H (1.57999, -2.86784, 2.09234)
H (2.35680, -5.13238, 1.49194)
H (2.27424, -5.91997, -0.83479)
H (1.39012, -4.47691, -2.63339)


Entry 2:
C21H27N2O2OsS5 as an isolated structure in a non-equilibrium geometry. Source: the OMol25 dataset; level of theory: ωB97M-V/def2-TZVPD.

Calculated values
HOMO-LUMO gap (alpha / beta) in eV: 3.8 / 3.8
2S+1: 1
Electronic energy in Ha: -3157.0741
LUMO (alpha / beta) in eV: -11.5 / -11.5
Total charge: +3
HOMO energy (alpha / beta) in eV: -15.290 / -15.290

CARTESIAN COORDINATES (ANGSTROEM)
Os (-0.13382, -0.32480, -0.56373)
C (-1.25570, -2.22618, -3.12103)
C (-0.54820, -3.30153, -2.33728)
S (0.68629, -2.56715, -1.23080)
C (2.13836, -2.35879, -2.28748)
C (3.05145, -1.45419, -1.48983)
S (2.16086, 0.07048, -1.02254)
C (2.26617, 0.94363, -2.61969)
C (1.32746, 2.11808, -2.57955)
S (-0.31674, 1.62498, -2.01244)
C (-1.23654, 1.10262, -3.48658)
C (-2.42638, 0.33719, -2.95727)
S (-1.91290, -1.05477, -1.90620)
H (-2.11866, -2.62400, -3.66040)
H (-0.59800, -1.71164, -3.82066)
H (-0.03621, -4.01508, -2.98465)
H (-1.22970, -3.85992, -1.69435)
H (1.87234, -1.95020, -3.26105)
H (2.58785, -3.34469, -2.42077)
H (3.93065, -1.13510, -2.05113)
H (3.39197, -1.92066, -0.56540)
H (2.02276, 0.24556, -3.42023)
H (3.30652, 1.26023, -2.71843)
H (1.22234, 2.59191, -3.55668)
H (1.65059, 2.88061, -1.86898)
H (-0.60934, 0.52264, -4.16276)
H (-1.56994, 2.01136, -3.99020)
H (-3.04072, -0.09273, -3.75079)
H (-3.05485, 0.95243, -2.30812)
O (-2.94621, 2.06009, -0.29508)
C (-1.93412, 1.92111, 0.32776)
O (-1.39417, 0.65065, 0.47013)
C (-1.12810, 2.96636, 0.97281)
C (0.17623, 2.76441, 1.42980)
C (0.89289, 3.81843, 1.96775)
C (0.29769, 5.07066, 2.08288)
C (-1.00771, 5.27217, 1.65180)
C (-1.72146, 4.22703, 1.09316)
H (0.63745, 1.77937, 1.41970)
H (1.90025, 3.66335, 2.32907)
H (0.85065, 5.88765, 2.52666)
H (-1.46908, 6.24493, 1.75148)
H (-2.73492, 4.37096, 0.74400)
N (-0.71907, -3.43498, 5.87759)
C (0.08333, -2.47495, 5.40060)
S (1.03240, -1.46802, 6.25846)
C (0.00872, -2.21821, 3.92908)
C (-1.20990, -2.08607, 3.26246)
C (-1.22971, -1.66028, 1.95377)
N (-0.10171, -1.42059, 1.25814)
C (1.08702, -1.62703, 1.88359)
C (1.17900, -1.99745, 3.19529)
H (-0.71780, -3.60856, 6.87225)
H (-1.17080, -4.11206, 5.28595)
H (-2.14517, -2.25830, 3.77771)
H (-2.16802, -1.48646, 1.44584)
H (1.98324, -1.46950, 1.29831)
H (2.14118, -2.09499, 3.67808)


Entry 3:
One molecule with the formula C21H27N3O2. Source: the OMol25 dataset; level of theory: ωB97M-V/def2-TZVPD.

Calculated values
HOMO-LUMO gap in eV: 8.7
2S+1: 1
Electronic energy in Ha: -1131.1643
LUMO in eV: 0.6
SMILES string: C=CCCC(=O)N[C@H]1CC(C)(C)Cc2c1cnn2-c1ccc(OC)cc1
HOMO energy in eV: -8.107

CARTESIAN COORDINATES (ANGSTROEM)
C (5.50995, -0.16238, -2.94181)
C (5.36182, -0.15754, -1.63042)
C (6.00030, -1.14416, -0.70533)
C (4.95979, -2.08034, -0.06519)
C (4.00408, -1.28072, 0.80458)
O (4.26828, -0.95006, 1.94180)
N (2.84529, -0.94911, 0.19458)
C (1.81886, -0.14866, 0.83417)
C (1.80439, 1.27910, 0.26368)
C (0.54484, 2.07325, 0.64693)
C (0.67501, 3.49997, 0.10757)
C (0.37442, 2.12649, 2.16630)
C (-0.68773, 1.40425, 0.00594)
C (-0.64922, -0.05728, 0.26880)
C (0.47297, -0.76345, 0.65315)
C (0.02343, -2.07977, 0.84565)
N (-1.26694, -2.16981, 0.60749)
N (-1.67961, -0.94381, 0.25372)
C (-3.03859, -0.73507, -0.01670)
C (-3.47779, 0.21697, -0.93254)
C (-4.82690, 0.38407, -1.15819)
C (-5.76836, -0.40013, -0.48962)
O (-7.07118, -0.14552, -0.78680)
C (-8.06772, -0.91527, -0.15837)
C (-5.32536, -1.36906, 0.40592)
C (-3.97274, -1.52953, 0.63737)
H (5.03068, 0.56417, -3.57617)
H (6.12958, -0.89143, -3.43876)
H (4.73716, 0.58710, -1.15423)
H (6.51533, -0.60943, 0.09642)
H (6.73141, -1.74494, -1.24992)
H (4.41808, -2.62162, -0.84268)
H (5.47755, -2.79635, 0.57418)
H (2.68531, -1.22233, -0.76221)
H (2.09490, -0.12687, 1.89577)
H (1.85743, 1.21453, -0.82746)
H (2.69234, 1.80900, 0.61233)
H (0.86105, 3.49472, -0.96464)
H (1.49944, 4.01521, 0.59434)
H (-0.23743, 4.06216, 0.29445)
H (1.29034, 2.47237, 2.63893)
H (0.12792, 1.14712, 2.56692)
H (-0.42754, 2.81336, 2.42952)
H (-0.66830, 1.59285, -1.07302)
H (-1.60498, 1.84372, 0.40636)
H (0.58526, -2.94242, 1.14338)
H (-2.77206, 0.81220, -1.48725)
H (-5.18167, 1.11834, -1.86373)
H (-9.01464, -0.54482, -0.54776)
H (-8.04923, -0.78691, 0.92869)
H (-7.96791, -1.97788, -0.40153)
H (-6.02210, -2.00232, 0.93127)
H (-3.61923, -2.28193, 1.32408)


Entry 4:
One molecule with the formula C21H27N3O2. Source: the OMol25 dataset; level of theory: ωB97M-V/def2-TZVPD.

Calculated values
HOMO-LUMO gap in eV: 8.9
2S+1: 1
Electronic energy in Ha: -1131.2161
LUMO in eV: 0.7
SMILES string: CC(=O)N1CC=C[C@]1(CC(C)C)C(=O)NCCc1c[nH]c2ccccc12
HOMO energy in eV: -8.208

CARTESIAN COORDINATES (ANGSTROEM)
C (0.17210, 1.84549, -1.85464)
C (-0.65464, 0.75882, -1.19788)
O (-0.90196, -0.29082, -1.76091)
N (-1.08597, 1.04043, 0.05225)
C (-0.63447, 2.16609, 0.85117)
C (-0.95639, 1.73331, 2.24804)
C (-1.64710, 0.60710, 2.24623)
C (-1.92860, 0.13680, 0.84408)
C (-3.43788, 0.29184, 0.57047)
C (-3.87020, 0.10013, -0.89181)
C (-5.23330, -0.58666, -0.94093)
C (-3.93514, 1.43705, -1.62742)
C (-1.51769, -1.34716, 0.71096)
O (-2.32513, -2.24854, 0.73352)
N (-0.18497, -1.53049, 0.72716)
C (0.41195, -2.81513, 0.43418)
C (1.90778, -2.77341, 0.75807)
C (2.58533, -1.71963, -0.05691)
C (3.05023, -1.84152, -1.33375)
N (3.53974, -0.64387, -1.77814)
C (3.39456, 0.28722, -0.79475)
C (3.73167, 1.63548, -0.76749)
C (3.46009, 2.34011, 0.38610)
C (2.86670, 1.72126, 1.49136)
C (2.52963, 0.38614, 1.47196)
C (2.78945, -0.35393, 0.31625)
H (0.30856, 1.58315, -2.90015)
H (1.14947, 1.91537, -1.37945)
H (-0.32238, 2.81104, -1.78390)
H (-1.17169, 3.08930, 0.58884)
H (0.43772, 2.34600, 0.72047)
H (-0.64248, 2.30688, 3.10074)
H (-2.02367, 0.06890, 3.09572)
H (-3.92431, -0.46762, 1.18424)
H (-3.75909, 1.27480, 0.92493)
H (-3.14526, -0.54593, -1.39069)
H (-5.17113, -1.57132, -0.48542)
H (-5.97880, 0.00134, -0.40746)
H (-5.56129, -0.70463, -1.97119)
H (-4.68655, 2.08314, -1.17445)
H (-2.97688, 1.94917, -1.59936)
H (-4.20189, 1.28020, -2.67003)
H (0.41469, -0.73443, 0.56903)
H (0.26798, -3.05668, -0.62629)
H (-0.10481, -3.57041, 1.03152)
H (2.04332, -2.56328, 1.82029)
H (2.34011, -3.75079, 0.53948)
H (3.07094, -2.70936, -1.96431)
H (3.93188, -0.47758, -2.68891)
H (4.19198, 2.11191, -1.62073)
H (3.70948, 3.38948, 0.44124)
H (2.67620, 2.30784, 2.37840)
H (2.07285, -0.07800, 2.33391)